No. 1
50
Properties=species:S:1:pos:R:3:nbo_charge:R:1 method="wB97M-V/def2-TZVPD" multiplicity=1 e_homo_ha=-0.30642 lumo_ev=0.591 smiles="Cc1cccc(NC(=O)CSc2nnc(NC(=O)CN3CCCCC3)s2)c1" charge=0
S -2.360 2.897 -1.411 0.2750
S 0.175 1.298 -1.949 0.4165
O -4.290 2.270 1.982 -0.5963
O 2.296 0.061 -2.783 -0.5906
N 0.433 1.198 0.614 -0.2925
N 2.184 0.137 -0.529 -0.6314
N -4.394 1.222 -0.047 -0.6325
N 4.685 -0.572 -0.226 -0.4632
N -0.692 1.871 0.413 -0.2938
C -4.003 2.190 0.811 0.6747
C 6.665 0.179 1.742 -0.3977
C -6.822 -2.123 0.511 -0.2434
C -6.310 -1.829 -0.748 0.0150
C 4.097 -0.932 -1.501 -0.3094
C -6.645 -2.694 -1.925 -0.6288
C 5.618 -1.564 0.283 -0.2130
C -6.527 -1.314 1.592 -0.1805
C 5.314 0.741 -0.280 -0.2250
C -3.161 3.298 0.170 -0.6192
C -5.208 0.107 0.193 0.2437
C -5.722 -0.198 1.447 -0.2726
C 5.706 1.190 1.124 -0.4051
C 6.022 -1.204 1.710 -0.4029
C -0.981 2.023 -0.834 -0.1799
C -5.503 -0.712 -0.894 -0.2804
C 1.012 0.828 -0.477 0.2069
C 2.787 -0.194 -1.707 0.6834
H 2.685 -0.076 0.329 0.4521
H -6.580 -3.747 -1.658 0.2186
H -4.067 1.309 -1.003 0.4053
H 6.168 2.176 1.073 0.2152
H -5.974 -2.500 -2.758 0.2127
H -7.453 -2.990 0.639 0.2072
H 6.713 -1.957 2.092 0.2133
H 4.605 1.449 -0.716 0.2058
H -7.665 -2.497 -2.254 0.2207
H -5.096 -0.470 -1.867 0.2005
H 6.520 -1.630 -0.350 0.1653
H 4.807 1.264 1.739 0.2043
H 6.211 0.720 -0.925 0.1701
H 5.123 -2.538 0.275 0.2029
H -6.928 -1.552 2.566 0.2129
H 4.752 -0.735 -2.364 0.2068
H 7.596 0.162 1.171 0.1954
H -3.812 4.149 -0.036 0.2524
H 3.862 -2.001 -1.502 0.2321
H -5.493 0.433 2.289 0.2532
H -2.387 3.599 0.875 0.2777
H 5.131 -1.204 2.341 0.2041
H 6.904 0.461 2.768 0.2146


No. 2
50
Properties=species:S:1:pos:R:3:nbo_charge:R:1 method="wB97M-V/def2-TZVPD" multiplicity=3 e_homo_ha="-0.43402 / -0.47661" lumo_ev="-7.650 / -7.600" charge=+2
Pt 0.422 0.557 2.768 0.9422
O 2.971 3.230 0.744 -0.4362
O 0.424 0.062 0.891 -0.7376
O 1.831 2.012 2.241 -0.6433
N 2.173 1.265 0.043 -0.4646
N -0.845 -0.921 3.297 -0.4163
N -0.243 0.332 6.710 -0.4674
N -1.941 -2.058 4.802 -0.4673
N 0.383 0.809 4.698 -0.4265
C -1.582 0.909 -2.981 -0.2960
C 1.031 1.685 5.519 -0.0601
C -1.680 -1.635 -6.063 -0.5992
C 3.378 3.092 -0.686 -0.0819
C -1.755 0.275 -4.212 0.0200
C 1.559 0.033 0.247 0.4769
C 2.605 1.897 -1.212 -0.2323
C 2.290 2.150 1.092 0.9355
C 1.017 -2.202 0.318 -0.4083
C -1.530 -1.927 2.613 -0.0421
C -0.394 -0.042 5.408 0.2952
C -2.288 1.008 -5.479 -0.6418
C 0.639 1.400 6.768 -0.0324
C -2.234 -2.638 3.574 -0.0494
C -1.086 -1.016 4.616 0.3027
C -0.545 -2.117 -4.431 0.0731
C -1.321 -1.051 -4.687 -0.0833
C 1.969 -1.254 -0.176 -0.3518
H -1.025 -2.989 -4.026 0.2422
H 3.162 1.186 -1.835 0.2318
H -1.460 -2.058 1.561 0.2567
H 1.716 2.431 5.090 0.2663
H -1.323 -2.672 -6.192 0.2820
H -2.463 2.061 -5.251 0.2486
H -0.718 -0.123 7.480 0.4443
H 0.928 1.882 7.690 0.2558
H -2.058 0.595 -2.045 0.2423
H -1.577 2.008 -3.192 0.2126
H 4.454 2.882 -0.720 0.2159
H 3.136 4.055 -1.151 0.2272
H -2.773 -1.653 -6.086 0.2941
H -2.296 -2.342 5.717 0.4468
H 2.480 -1.447 -1.185 0.2183
H -3.226 0.543 -5.858 0.2440
H -1.184 -1.016 -6.823 0.2889
H -2.886 -3.466 3.457 0.2511
H 0.961 -3.203 -0.275 0.1673
H 0.190 -1.628 -0.080 0.1853
H -1.562 0.940 -6.314 0.2200
H 0.534 -2.134 -4.590 0.2506
H 1.741 2.292 -1.795 0.2000


No. 3
52
Properties=species:S:1:pos:R:3:nbo_charge:R:1 method="wB97M-V/def2-TZVPD" multiplicity=1 e_homo_ha="-0.34057 / -0.34057" lumo_ev="-3.431 / -3.431" charge=+1
Rb -1.920 1.745 0.629 0.9684
S -4.710 6.514 -0.677 0.3606
S -7.138 0.555 -1.172 0.3577
O 0.426 -0.009 -0.025 -0.6339
O -2.316 -0.758 0.730 -0.7191
O -2.178 -2.450 2.204 -0.4521
N -0.239 -1.870 1.169 -0.4912
N -3.740 4.123 -0.069 -0.5905
N -2.318 5.936 0.477 -0.8051
N -4.823 1.479 -0.276 -0.5787
N -5.094 -0.838 0.026 -0.8125
C -5.662 5.085 -1.035 -0.4641
C 6.422 -1.172 1.017 -0.6370
C -1.214 -3.474 2.595 -0.0885
C 1.996 -1.835 -0.159 -0.3871
C -5.510 0.351 -0.392 0.3080
C -3.469 5.415 -0.031 0.2715
C -5.555 2.560 -0.762 0.0736
C 0.761 -1.156 0.277 0.6738
C -1.615 -1.610 1.341 0.9172
C 5.110 -1.115 0.243 -0.1088
C -5.005 3.902 -0.643 0.2030
C -6.814 2.221 -1.295 -0.4657
C 3.913 -1.040 0.924 -0.2410
C 5.143 -1.158 -1.155 0.1280
C 6.473 -1.425 -1.851 -0.6665
C 3.908 -1.010 -1.868 -0.4532
C 2.424 -1.636 -1.554 -0.4153
C 0.064 -3.116 1.951 -0.2433
H 0.855 -2.886 2.653 0.2131
H -2.157 6.919 0.424 0.4092
H 0.377 -3.825 1.197 0.2160
H 4.034 -1.362 -2.891 0.2347
H -1.539 -4.448 2.248 0.2086
H -7.516 2.933 -1.721 0.2460
H 7.107 -0.350 0.728 0.2347
H 2.184 -2.795 0.286 0.2243
H 3.904 -1.217 2.006 0.2185
H -6.661 5.147 -1.503 0.2482
H 1.885 -0.814 -2.078 0.2311
H -1.583 5.317 0.774 0.3955
H 7.200 -0.603 -1.842 0.2452
H 6.973 -2.113 0.855 0.2260
H -1.115 -3.518 3.668 0.2110
H -4.137 -0.969 0.356 0.4386
H -5.712 -1.641 -0.113 0.4039
H 6.282 -1.069 2.105 0.2218
H 6.998 -2.310 -1.455 0.2354
H 6.365 -1.640 -2.940 0.2296
H 2.185 -2.547 -2.136 0.2374
H 3.199 -0.394 0.476 0.2206
H 3.553 -0.026 -1.717 0.2427


No. 4
55
Properties=species:S:1:pos:R:3:nbo_charge:R:1 method="wB97M-V/def2-TZVPD" multiplicity=1 e_homo_ha=-0.05485 lumo_ev=3.893 charge=-2
Pt -0.258 -0.245 0.272 0.0983
Te -1.297 1.013 -1.762 0.6238
S -0.188 3.940 -0.274 0.4609
S -0.052 -0.897 2.504 -0.2373
S 0.296 0.261 -3.259 -0.8407
P 1.941 -0.309 -0.496 0.8515
N 4.255 1.145 -1.048 -0.4767
N 4.331 -1.251 -1.596 -0.4746
N -2.691 -1.130 1.955 -0.6826
N 4.473 -0.525 0.740 -0.4780
N -5.804 -5.265 -0.862 -0.4618
N -1.951 -3.108 -0.252 -0.4437
N -2.030 -7.552 -0.730 -0.4614
N -1.964 1.027 2.584 -0.6667
C 4.890 -1.491 -0.271 -0.0654
C -1.590 -0.242 2.049 0.0281
C -3.247 -5.293 -0.633 -0.6216
C 4.657 0.114 -2.001 -0.0688
C -3.839 -0.597 1.244 -0.2190
C -1.440 3.018 -0.996 -0.5274
C -2.571 -6.529 -0.688 0.3326
C -3.111 1.653 1.943 -0.2172
C -4.285 0.689 1.921 -0.4110
C 2.876 -1.462 -1.614 -0.5479
C 4.815 0.809 0.257 -0.0651
C -4.650 -5.271 -0.762 0.3322
C -2.534 -4.093 -0.426 0.3366
C -2.418 5.105 -0.637 -0.2733
C -2.565 3.783 -1.142 -0.3006
C -1.170 5.337 -0.141 -0.4552
C 3.023 -0.624 0.985 -0.5651
C 2.788 1.265 -0.988 -0.5626
H 5.907 0.869 0.178 0.1756
H 2.650 -2.485 -1.299 0.2188
H -0.792 6.248 0.297 0.2194
H -2.375 -1.997 1.535 0.4180
H -3.205 5.848 -0.647 0.2060
H -4.629 -1.350 1.254 0.1985
H 4.476 1.547 0.988 0.1903
H -3.591 -0.381 0.191 0.1767
H -5.117 1.138 1.371 0.1922
H 2.522 2.027 -0.250 0.2145
H 2.789 -1.619 1.373 0.2242
H 4.605 -2.493 0.058 0.1928
H 5.981 -1.445 -0.352 0.1756
H 5.744 0.178 -2.127 0.1749
H -2.882 1.938 0.906 0.1759
H -1.152 1.629 2.577 0.3775
H -3.473 3.396 -1.585 0.2232
H 2.508 -1.342 -2.632 0.2430
H 2.400 1.582 -1.956 0.2531
H -3.357 2.564 2.495 0.1810
H -4.614 0.471 2.941 0.1960
H 2.740 0.086 1.767 0.2291
H 4.177 0.318 -2.960 0.2033


Question: The highest charge belongs to which entry?
Answer: C18H23N5O3Pt


Question: Look up the multiplicity of the second one.
Answer: 3


Question: Look up the charge of the first one.
Answer: 0


Question: Which of these has the lowest charge?
Answer: C18H23N8PPtS3Te